Record 1
Formula: C13H31F6N6O22S4V
Source: the OMol25 dataset
Level of theory: the ωB97M-V functional and the def2-TZVPD basis

Geometry as XYZ:
```
83
Properties=species:S:1:pos:R:3
O -16.8766 22.6508 -27.3340
V -15.3733 22.7426 -27.7558
O -15.1789 21.8483 -29.0470
C -15.4754 22.9224 -23.8000
F -16.1411 22.9180 -22.6170
F -16.0162 23.7758 -24.7553
F -14.2017 23.0957 -23.6873
S -15.6501 21.1800 -24.5890
O -15.1617 20.3331 -23.4984
O -17.1037 20.9978 -24.8409
N -14.7628 21.4034 -26.1038
S -13.5490 20.3385 -25.9804
O -12.7704 20.4458 -27.2245
O -12.7749 20.3230 -24.7065
C -14.5136 18.5278 -26.1335
F -14.5120 18.0462 -24.9407
F -15.7541 18.7471 -26.5423
F -13.9025 17.7736 -27.0401
O -12.4453 16.1698 -31.6869
S -13.0125 16.3326 -30.3931
O -13.9994 17.3342 -30.2065
O -13.4656 14.8332 -29.7768
C -14.4718 14.7499 -28.8035
C -14.6561 13.2175 -28.6397
C -11.6039 16.5637 -29.2118
H -15.4042 15.1930 -29.1534
H -14.1599 15.1431 -27.8359
H -14.7809 12.9348 -27.5944
H -13.7780 12.5977 -28.8213
H -15.5279 12.7955 -29.1397
H -11.2406 17.5913 -29.1967
H -10.8420 15.8774 -29.5814
H -12.0797 16.2657 -28.2775
O -21.9630 22.5415 -27.5072
S -21.4011 23.7313 -28.1767
O -22.3126 24.7619 -28.7391
O -20.4188 24.4715 -27.0892
C -20.0381 23.6043 -26.0202
C -19.2911 24.5025 -24.9743
C -20.0441 23.2702 -29.3320
H -19.4004 22.7507 -26.2503
H -20.9186 23.2089 -25.5138
H -19.1774 24.0100 -24.0085
H -19.7629 25.4848 -24.9496
H -18.2604 24.6506 -25.2966
H -19.3471 22.6620 -28.7554
H -19.6049 24.2102 -29.6660
H -20.4030 22.5734 -30.0894
C -17.5950 18.0320 -22.8178
N -17.0612 16.8805 -22.0751
O -16.0549 16.3187 -22.5370
O -17.8680 16.4527 -21.2233
H -16.7729 18.3797 -23.4435
H -17.8620 18.8657 -22.1684
H -18.5329 17.7559 -23.2996
C -10.4796 22.6586 -24.0231
N -10.8121 22.6260 -22.6502
O -10.6981 21.5065 -22.1016
O -11.1838 23.6561 -22.0728
H -11.3275 23.0579 -24.5797
H -10.3202 21.6336 -24.3577
H -9.6127 23.3068 -24.1512
C -10.4724 18.4537 -23.2547
N -9.4625 17.8043 -22.3164
O -9.8405 17.5449 -21.1568
O -8.3053 17.7306 -22.7257
H -11.1561 19.1421 -22.7579
H -10.9996 17.6401 -23.7531
H -9.8381 19.0276 -23.9303
C -13.3553 15.3225 -24.7367
N -12.7469 14.0068 -24.2769
O -13.3200 12.9797 -24.6546
O -11.6122 14.0951 -23.7550
H -14.1225 14.9802 -25.4311
H -12.5397 15.8997 -25.1724
H -13.6558 15.8250 -23.8172
C -11.8440 21.3375 -30.5074
N -10.9573 22.5257 -30.3935
O -11.2883 23.5215 -30.9282
O -9.9086 22.5221 -29.7000
H -11.2207 20.4458 -30.5737
H -12.3840 21.5379 -31.4328
H -12.4345 21.4054 -29.5937
```

The calculation puts the largest force on an atom at 5.53 eV/A. As for the spin multiplicity: 1. As for the HOMO energy: -10.91 eV. The total charge is 0.

=====

Record 2
Formula: C4H14NOS
Source: the OMol25 dataset
Level of theory: the ωB97M-V functional and the def2-TZVPD basis

Geometry as XYZ:
```
21
Properties=species:S:1:pos:R:3
C 0.1452 1.5031 0.9202
C 1.2571 0.4226 1.0780
C 1.6824 -0.3017 -0.2414
S 0.4311 -0.6331 -1.4692
C -0.7341 -1.8619 -0.9005
N 0.2288 2.2394 -0.3856
H -0.8329 1.0231 0.7752
H 0.3861 2.2203 1.8147
H 1.0895 -0.1931 1.9588
H 2.1829 1.0009 1.4732
H 2.2531 -1.3132 0.0071
H 2.5072 0.3413 -0.4561
H -1.4983 -1.4673 -0.2187
H -0.2541 -2.7930 -0.3110
H -1.1924 -2.3596 -1.8587
H 1.0833 2.9352 -0.5173
H 0.2663 1.5189 -1.1965
H -0.5289 2.9333 -0.4317
H -3.3711 -0.9515 1.3244
H -3.1133 -1.0722 2.8542
O -2.6975 -0.7427 1.9814
```

The calculation puts the largest force on an atom at 4.26 eV/A. As for the spin multiplicity: 1. As for the HOMO energy: -12.71 eV. The total charge is +1.

=====

Record 3
Formula: C3H5N3O
Source: the OMol25 dataset
Level of theory: the ωB97M-V functional and the def2-TZVPD basis

Geometry as XYZ:
```
12
Properties=species:S:1:pos:R:3
O -2.1243 1.0786 0.2376
C -1.7952 -0.2563 0.0046
C -0.1971 -0.3343 -0.1418
N 0.5801 0.5914 -0.7479
N 1.8321 0.3534 -0.2724
C 2.0403 -0.6640 0.5123
N 0.2623 -1.2578 0.6276
H -1.7853 1.5675 -0.5214
H -2.2678 -0.6762 -0.8938
H -2.2014 -0.8119 0.8761
H 2.5217 1.0669 -0.5306
H 3.1346 -0.6573 0.8497
```

The calculation puts the largest force on an atom at 5.50 eV/A. As for the spin multiplicity: 1. As for the HOMO energy: -9.17 eV. The total charge is 0.

=====

Record 4
Formula: C4H5NO
Source: the OMol25 dataset
Level of theory: the ωB97M-V functional and the def2-TZVPD basis

Geometry as XYZ:
```
11
Properties=species:S:1:pos:R:3
C 1.1822 0.2119 0.0985
C -0.4320 -0.0007 0.1112
C 1.2422 -1.3055 0.0319
C -1.5240 1.0286 -0.0003
N -0.2233 -1.2875 -0.1421
O 1.8727 1.1290 -0.1108
H 1.6601 -1.7335 -0.8728
H 1.5372 -2.0436 0.7547
H -1.4725 1.6289 0.9808
H -2.6236 0.6417 0.0400
H -1.2192 1.7307 -0.8912
```

The calculation puts the largest force on an atom at 3.60 eV/A. As for the spin multiplicity: 1. As for the HOMO energy: -9.73 eV. The total charge is 0.

=====

Record 5
Formula: C31H57BN2O3S
Source: the OMol25 dataset
Level of theory: the ωB97M-V functional and the def2-TZVPD basis

Geometry as XYZ:
```
95
Properties=species:S:1:pos:R:3
C 0.8069 -0.8720 5.2340
C 1.6889 -0.2133 3.9748
B 0.6117 0.0298 2.7558
O -0.6884 0.6783 3.1438
C 0.7968 -0.4028 1.1798
C 1.0007 0.6403 -0.0684
C 1.0889 2.2631 0.1463
C -0.3457 3.0014 0.4541
C -1.2564 3.2232 -0.9283
C -2.8195 3.6139 -0.6256
C -3.6183 2.5771 0.3618
C -3.8882 1.0844 -0.2873
C -4.1306 -0.0211 0.9408
C -5.7557 -0.1914 1.2951
O -6.5463 -0.6626 0.1365
C -7.7052 -1.4160 0.7118
C 1.1256 0.0280 -1.6197
C 1.0732 -1.5723 -1.9765
N 1.1512 -2.3335 -3.2825
S 1.0101 -4.0403 -2.8034
N 0.8651 -4.0912 -1.0635
C 0.9131 -2.6080 -0.7152
C 0.7746 -2.0374 0.8306
C 0.6239 -3.2036 2.0133
C -0.9393 -3.5070 2.4249
O -1.8964 -3.0250 1.6045
H -0.0609 -0.1208 5.5615
H 1.4527 -1.0650 6.1917
H 0.2334 -1.8403 4.8445
H 2.0453 0.8464 4.3915
H 2.5923 -0.9111 3.7092
H -1.3491 0.2426 2.5171
H 1.4753 2.7140 -0.8893
H 1.8235 2.5437 1.0335
H -0.0736 4.1088 0.8076
H -0.9666 2.5331 1.3288
H -1.0996 2.3166 -1.6521
H -0.7717 4.1791 -1.4528
H -3.3941 3.6272 -1.6520
H -2.8255 4.6845 -0.1020
H -3.1462 2.4442 1.4244
H -4.6991 3.0501 0.5370
H -4.9481 1.1604 -0.8304
H -3.0692 0.7340 -1.0479
H -3.6386 0.3520 1.9438
H -3.6831 -1.0733 0.6373
H -5.8075 -0.9730 2.1921
H -6.1366 0.8545 1.7248
H -8.3010 -0.7207 1.4422
H -7.3231 -2.3412 1.3494
H -8.3605 -1.7917 -0.1895
H 1.2477 0.7724 -2.5442
H 1.2857 -2.9007 2.9523
H 1.1570 -4.1709 1.5616
H -1.1809 -4.0940 3.4221
C 1.1979 6.1916 2.8874
C 0.1171 6.8583 2.0514
C 0.6619 7.5623 0.8059
C 1.6286 8.7205 1.0761
C 1.0743 9.8474 1.9519
C -0.1208 10.5574 1.3353
H 1.9102 6.9213 3.2831
H 0.7475 5.6729 3.7402
H 1.7502 5.4546 2.2968
H -0.4500 7.5603 2.6722
H -0.5965 6.0892 1.7297
H -0.1837 7.9251 0.2101
H 1.1764 6.8240 0.1776
H 1.9394 9.1417 0.1110
H 2.5425 8.3325 1.5416
H 1.8700 10.5850 2.1125
H 0.8053 9.4665 2.9427
H 0.1379 10.9823 0.3608
H -0.4483 11.3756 1.9848
H -0.9692 9.8800 1.2037
C 3.2233 -7.5870 -2.0770
C 3.8182 -7.1784 -3.4151
C 2.8660 -7.3963 -4.5938
C 2.4570 -8.8514 -4.8475
C 3.6129 -9.8249 -5.0927
C 4.4264 -9.4939 -6.3342
H 2.9985 -8.6570 -2.0446
H 3.9311 -7.3730 -1.2694
H 2.3014 -7.0339 -1.8737
H 4.7607 -7.7121 -3.5789
H 4.0744 -6.1123 -3.3698
H 3.3283 -6.9849 -5.4987
H 1.9554 -6.8067 -4.4280
H 1.7846 -8.8736 -5.7151
H 1.8648 -9.2173 -4.0003
H 3.1979 -10.8334 -5.2097
H 4.2730 -9.8647 -4.2198
H 3.7929 -9.4894 -7.2262
H 5.2110 -10.2432 -6.4805
H 4.9129 -8.5180 -6.2500
```

The calculation puts the largest force on an atom at 8.44 eV/A. As for the spin multiplicity: 1. As for the HOMO energy: -8.29 eV. The total charge is 0.

=====

Record 6
Formula: C3H7N3
Source: the OMol25 dataset
Level of theory: the ωB97M-V functional and the def2-TZVPD basis

Geometry as XYZ:
```
13
Properties=species:S:1:pos:R:3
C 1.3836 1.5576 -1.2139
C -1.8157 -1.5858 -0.0403
C 0.3957 -0.0310 1.0728
N 0.5430 0.6206 -1.2671
N -1.1422 -0.7312 -0.6606
N -0.0995 0.0053 -0.2852
H 1.9205 1.9528 -2.0894
H 1.7462 2.1498 -0.3098
H -2.8566 -1.9222 -0.4517
H -1.4980 -1.9047 0.9440
H 1.4215 -0.0639 1.1759
H -0.0123 0.8435 1.5576
H 0.0137 -0.8909 1.5675
```

The calculation puts the largest force on an atom at 7.76 eV/A. As for the spin multiplicity: 3. Its expectation value of S² is 2.012. As for the HOMO energy (alpha / beta): -4.30 / -9.39 eV. The total charge is 0.

=====

Record 7
Formula: C18H20MgN3O7P2Sb
Source: the OMol25 dataset
Level of theory: the ωB97M-V functional and the def2-TZVPD basis

Geometry as XYZ:
```
52
Properties=species:S:1:pos:R:3
Mg 0.3149 -0.1366 -0.1671
C -1.9374 -3.0044 -1.2923
C -1.5814 -2.7475 0.1397
C -1.6121 -3.7558 1.0911
C -1.4195 -3.4444 2.4283
C -1.2488 -2.1219 2.7971
C -1.1922 -1.1720 1.7896
N -1.3149 -1.4771 0.5013
Sb -1.1344 0.9359 2.3127
C -2.0570 1.4211 0.3874
C -3.2104 2.1759 0.2489
C -3.6790 2.4607 -1.0247
C -2.9836 1.9795 -2.1188
C -1.8354 1.2182 -1.9215
C -1.0553 0.6612 -3.0719
N -1.3897 0.9566 -0.6845
C 0.6556 1.9349 1.5837
C 1.4673 2.5777 2.5068
C 2.5505 3.2982 2.0355
C 2.7885 3.3429 0.6701
C 1.9517 2.6473 -0.1880
C 2.1854 2.5968 -1.6681
N 0.8924 1.9729 0.2761
H -2.1554 -4.0581 -1.4486
H -1.1098 -2.7232 -1.9383
H -2.8111 -2.4073 -1.5617
H -1.7770 -4.7772 0.7782
H -1.4275 -4.2246 3.1785
H -1.1268 -1.8265 3.8298
H -3.7311 2.5349 1.1269
H -4.5773 3.0492 -1.1613
H -3.3253 2.1867 -3.1238
H -1.5326 0.8780 -4.0241
H -0.9392 -0.4157 -2.9519
H -0.0457 1.0764 -3.0708
H 1.2631 2.4828 3.5645
H 3.2060 3.8172 2.7230
H 3.6348 3.8886 0.2750
H 3.1387 3.0480 -1.9337
H 1.3881 3.1296 -2.1897
H 2.1782 1.5539 -1.9918
O 3.5396 -1.6770 2.0252
P 2.1304 -1.1168 1.5366
O 1.3547 -0.6641 2.7090
O 2.3216 -0.1313 0.4022
O 1.4317 -2.3895 0.8144
P 1.5414 -2.5539 -0.8404
O 3.1029 -2.2747 -1.1038
O 1.1327 -3.9095 -1.1970
O 0.7898 -1.3654 -1.4551
H 4.0299 -2.1328 1.3247
H 3.2200 -1.3181 -0.9272
```

The calculation puts the largest force on an atom at 1.59 eV/A. As for the spin multiplicity: 1. As for the HOMO energy: -9.14 eV. The total charge is 0.

=====

Record 8
Formula: C20H13Br2IN3O4SV
Source: the OMol25 dataset
Level of theory: the ωB97M-V functional and the def2-TZVPD basis

Geometry as XYZ:
```
45
Properties=species:S:1:pos:R:3
V 1.1356 -0.1041 -1.4412
Br -2.1845 -0.6993 -3.0496
C -1.2190 -2.1552 -2.3622
C -1.7677 -3.4285 -2.5070
C -1.1011 -4.5176 -1.9827
C 0.0949 -4.3115 -1.2989
C 0.5651 -3.0246 -1.2207
N -0.0532 -1.9574 -1.7517
C 1.8132 -2.6828 -0.4809
O 2.4315 -3.3325 0.2798
O 2.1838 -1.3742 -0.7904
H -2.7083 -3.5383 -3.0269
H -1.5094 -5.5131 -2.0925
H 0.6510 -5.1155 -0.8372
Br 1.2239 0.1933 -3.6596
N 3.8055 1.7802 -2.7317
C 3.2185 2.1208 -1.5967
N 2.3792 1.3199 -0.9061
C 2.1109 1.8905 0.3673
C 1.4899 1.2717 1.4459
C 1.2825 2.0067 2.6032
C 1.7011 3.3295 2.7012
C 2.3750 3.9367 1.6521
C 2.5792 3.1970 0.5030
S 3.5007 3.6700 -0.9010
H 3.7963 0.8234 -3.0525
H 4.4141 2.4263 -3.2118
H 1.2116 0.2252 1.4214
H 0.8102 1.5318 3.4521
H 1.5324 3.8831 3.6142
H 2.7442 4.9490 1.7442
I -4.8761 -1.5488 4.1351
C -3.7624 -0.5939 2.6721
C -4.1266 0.6819 2.2402
C -3.3891 1.3142 1.2627
C -2.2706 0.6711 0.7132
C -1.9047 -0.6062 1.1447
C -2.6495 -1.2326 2.1186
C -1.5762 1.4140 -0.3020
O -1.6505 2.4033 -0.8852
O -0.2280 0.5434 -0.7523
H -4.9866 1.1759 2.6702
H -3.6676 2.3021 0.9204
H -1.0453 -1.1038 0.7194
H -2.3739 -2.2209 2.4594
```

The calculation puts the largest force on an atom at 1.90 eV/A. As for the spin multiplicity: 1. As for the HOMO energy: -14.03 eV. The total charge is +2.